Record 1
Formula: C35H62B3O15PS7
Source: the OMol25 dataset
Level of theory: ωB97M-V/def2-TZVPD

CARTESIAN COORDINATES (ANGSTROEM)
C -1.502 -2.713 5.628
C -0.502 -2.386 5.045
B 0.663 -1.880 4.216
O 0.673 -1.899 2.835
B 0.705 -0.591 2.365
C -0.261 0.004 1.303
C -1.393 -0.923 0.835
C -2.318 -1.488 1.924
C -3.087 -0.514 2.792
C -2.508 0.536 3.500
C -3.263 1.414 4.264
C -4.636 1.245 4.346
C -5.232 0.182 3.689
C -4.468 -0.681 2.922
O 1.723 0.220 2.926
B 2.158 -0.131 4.182
P 3.451 0.993 5.131
S 3.236 0.886 7.085
O 1.751 -1.261 4.827
H -2.422 -3.053 6.041
H -0.619 0.988 1.598
H 0.373 0.207 0.429
H -1.978 -0.424 0.060
H -0.916 -1.777 0.348
H -1.774 -2.197 2.549
H -3.077 -2.082 1.409
H -1.440 0.696 3.481
H -2.759 2.225 4.772
H -5.226 1.941 4.927
H -6.302 0.053 3.780
H -4.957 -1.502 2.423
H 3.328 2.332 4.725
H 4.726 0.540 4.753
C -2.862 2.630 -4.144
C -3.883 2.500 -3.003
C -3.345 1.447 -2.031
S -1.562 1.487 -2.179
O -1.115 0.225 -2.719
O -0.977 2.028 -0.976
C -1.493 2.723 -3.476
H -3.060 3.500 -4.769
H -2.903 1.743 -4.780
H -3.985 3.458 -2.491
H -4.868 2.218 -3.368
H -3.616 1.656 -1.000
H -3.669 0.450 -2.302
H -0.661 2.502 -4.140
H -1.346 3.691 -2.997
C -6.001 -3.333 -2.490
C -7.426 -2.785 -2.615
C -7.628 -1.769 -1.479
S -6.001 -1.101 -1.118
O -5.609 -1.490 0.214
O -5.934 0.282 -1.526
C -5.104 -2.118 -2.288
H -5.712 -3.899 -3.373
H -5.927 -3.996 -1.623
H -7.528 -2.305 -3.580
H -8.168 -3.580 -2.563
H -8.283 -0.950 -1.762
H -7.996 -2.239 -0.568
H -4.123 -2.353 -1.879
H -4.999 -1.546 -3.211
C 1.591 3.679 0.169
C 2.803 4.471 -0.341
C 3.122 5.547 0.703
S 2.564 4.889 2.282
O 1.481 5.706 2.768
O 3.705 4.589 3.112
C 1.886 3.366 1.631
H 1.424 2.771 -0.404
H 0.688 4.288 0.094
H 3.657 3.800 -0.452
H 2.611 4.919 -1.316
H 4.186 5.759 0.773
H 2.572 6.468 0.521
H 1.006 3.091 2.208
H 2.652 2.597 1.726
C 6.967 -0.982 4.151
C 7.896 0.177 4.530
C 9.226 -0.433 4.990
S 9.384 -2.004 4.128
O 9.345 -3.073 5.093
O 10.448 -1.927 3.157
C 7.803 -1.925 3.291
H 6.088 -0.633 3.611
H 6.630 -1.500 5.053
H 8.066 0.803 3.655
H 7.464 0.805 5.309
H 10.079 0.190 4.732
H 9.230 -0.645 6.058
H 7.391 -2.928 3.209
H 7.982 -1.503 2.303
C -10.715 -3.604 -7.235
C -9.582 -3.943 -8.213
C -8.377 -3.072 -7.837
S -8.526 -2.747 -6.074
O -8.736 -1.337 -5.866
O -7.480 -3.455 -5.377
C -10.081 -3.604 -5.848
H -11.532 -4.321 -7.297
H -11.118 -2.614 -7.460
H -9.320 -4.998 -8.116
H -9.877 -3.773 -9.247
H -7.428 -3.571 -8.017
H -8.394 -2.111 -8.348
H -10.669 -3.083 -5.095
H -9.853 -4.615 -5.513
C 11.644 0.702 -0.382
C 10.820 0.132 -1.545
C 9.362 0.053 -1.075
S 9.163 1.351 0.154
O 8.903 0.733 1.431
O 8.300 2.385 -0.358
C 10.862 1.907 0.133
H 12.647 0.986 -0.697
H 11.736 -0.046 0.408
H 10.894 0.798 -2.407
H 11.183 -0.846 -1.855
H 8.650 0.226 -1.879
H 9.146 -0.896 -0.586
H 11.147 2.219 1.135
H 10.921 2.749 -0.554

Results
- HOMO-LUMO gap: 8.0 eV
- Highest occupied orbital energy: -7.81 eV


Record 2
Formula: C4H4FNS2
Source: the OMol25 dataset
Level of theory: ωB97M-V/def2-TZVPD

CARTESIAN COORDINATES (ANGSTROEM)
C -0.765 -0.398 0.085
C 0.111 -0.642 -1.088
C 0.599 0.419 -0.137
C 1.581 -0.205 0.591
H -3.023 -0.546 1.724
H -0.248 -0.980 0.977
H -0.181 -0.336 -2.062
H 0.345 2.660 0.448
N 2.411 -0.596 1.283
F 0.755 -1.781 -1.299
S -2.456 0.270 0.101
S 0.871 2.135 -0.622

Results
- HOMO-LUMO gap: 8.3 eV
- Highest occupied orbital energy: -9.72 eV
- Energy relative to the best compared isomer or geometry (same formula, charge and spin): 410.28 kJ/mol


Record 3
Formula: C9H12BiClN
Source: the OMol25 dataset
Level of theory: ωB97M-V/def2-TZVPD

CARTESIAN COORDINATES (ANGSTROEM)
C 0.997 -1.387 -1.470
C -0.326 -1.540 -1.828
C -1.052 -2.113 -0.753
C -0.158 -2.301 0.287
C 1.161 -1.874 -0.161
Bi -0.601 0.106 1.192
C -1.605 2.266 -0.793
C -0.194 2.293 -0.843
C 0.710 2.598 -1.828
N 0.619 1.769 0.757
H -2.036 -2.480 -0.811
H -0.730 -1.312 -2.807
H -0.313 -2.859 1.203
H 2.101 -1.981 0.394
H 1.783 -0.985 -2.071
H -2.217 1.623 -1.468
H 1.639 1.025 0.727
H -2.114 2.786 0.046
H 0.502 3.132 -2.794
H 1.772 2.362 -1.644
Cl 1.114 -1.331 3.549
C -0.157 -0.126 3.400
H -1.062 -0.467 3.874
H 0.166 0.795 3.843

Results
- HOMO-LUMO gap (alpha / beta): 5.7 / 5.7 eV
- Highest occupied orbital energy (alpha / beta): -2.62 / -2.62 eV
- Charge: -1


Record 4
Formula: C36H49AsBBrCoN6O6S
Source: the OMol25 dataset
Level of theory: ωB97M-V/def2-TZVPD

CARTESIAN COORDINATES (ANGSTROEM)
Co 0.523 -0.015 -0.042
C -2.295 1.094 4.482
C -1.846 0.047 3.520
C -1.602 -1.284 3.758
C -1.142 -1.794 2.530
N -1.103 -0.832 1.620
N -1.554 0.299 2.224
B -1.823 1.637 1.497
N -2.368 1.392 0.082
N -1.905 0.388 -0.697
C -2.708 0.311 -1.745
C -3.696 1.314 -1.671
C -3.444 1.974 -0.489
C -4.158 3.142 0.104
C -2.653 -0.816 -2.746
C -2.808 -0.266 -4.167
C -3.824 -1.760 -2.430
C -1.350 -1.589 -2.644
N -0.582 2.546 1.472
N 0.544 2.192 0.808
C 1.397 3.205 0.929
C 0.812 4.222 1.709
C -0.447 3.770 2.020
C -1.511 4.465 2.803
C 2.760 3.327 0.277
C 3.403 1.993 -0.077
C 2.588 4.171 -0.994
C 3.706 4.067 1.235
C -0.772 -3.232 2.259
C 0.308 -3.666 3.256
C -2.027 -4.094 2.464
C -0.264 -3.431 0.839
H -2.388 0.653 5.475
H -3.255 1.528 4.200
H -1.569 1.906 4.539
H -1.717 -1.802 4.694
H -2.665 2.223 2.121
H -4.482 1.531 -2.375
H -4.972 3.440 -0.558
H -3.489 3.995 0.227
H -4.575 2.907 1.084
H -3.774 0.224 -4.308
H -2.734 -1.084 -4.889
H -2.015 0.449 -4.390
H -4.781 -1.237 -2.487
H -3.716 -2.165 -1.422
H -3.836 -2.593 -3.138
H -0.521 -1.006 -3.030
H -1.421 -2.519 -3.217
H -1.114 -1.844 -1.615
H 1.238 5.169 1.990
H -1.138 5.438 3.120
H -1.799 3.903 3.691
H -2.415 4.619 2.213
H 2.764 1.381 -0.705
H 3.646 1.423 0.818
H 4.327 2.177 -0.632
H 1.947 3.655 -1.707
H 3.558 4.347 -1.466
H 2.131 5.136 -0.763
H 3.779 3.536 2.186
H 3.377 5.088 1.432
H 4.703 4.115 0.793
H -0.029 -3.535 4.287
H 1.214 -3.076 3.118
H 0.552 -4.721 3.107
H -2.405 -4.007 3.484
H -1.796 -5.144 2.269
H -2.818 -3.782 1.780
H 0.614 -2.828 0.631
H -1.028 -3.171 0.110
H 0.009 -4.480 0.689
O 0.200 2.150 -4.001
As 1.572 1.218 -3.242
O 1.084 -0.291 -4.322
O 0.769 0.970 -1.797
C 1.480 -1.526 -4.570
C 1.148 -2.034 -5.841
C 1.421 -3.337 -6.202
C 2.045 -4.196 -5.306
C 2.388 -3.711 -4.055
C 2.119 -2.404 -3.675
S 2.640 -1.891 -2.052
O 3.381 -0.655 -2.269
O 3.444 -2.986 -1.544
O 1.403 -1.703 -1.277
H -0.523 2.044 -3.364
H 0.651 -1.355 -6.522
H 1.140 -3.687 -7.189
H 2.263 -5.222 -5.577
H 2.888 -4.340 -3.330
Br 4.535 -1.582 5.313
C 3.433 -1.131 3.804
C 2.469 -0.150 3.939
C 1.683 0.163 2.835
C 1.798 -0.470 1.588
C 2.790 -1.459 1.530
C 3.611 -1.792 2.606
H 2.334 0.362 4.884
H 0.944 0.947 2.974
H 2.954 -2.006 0.612
H 4.372 -2.556 2.505

Results
- Spin multiplicity: 4
- HOMO-LUMO gap (alpha / beta): 6.5 / 7.0 eV
- Expectation value of S²: 3.757
- Highest occupied orbital energy (alpha / beta): -2.48 / -2.98 eV
- Charge: -2
- Energy relative to the best compared isomer or geometry (same formula, charge and spin): 13.86 kJ/mol


Record 5
Formula: C45H75Br3FN7O5P3
Source: the OMol25 dataset
Level of theory: ωB97M-V/def2-TZVPD

CARTESIAN COORDINATES (ANGSTROEM)
C 3.443 -7.718 0.546
C 1.864 -8.220 0.766
C 0.914 -7.115 -0.006
C -0.715 -7.407 0.185
C -1.477 -6.252 -0.720
C -3.089 -6.093 -0.354
C -3.818 -5.367 -1.639
C -4.044 -3.758 -1.425
C -3.558 -2.870 -2.711
C -2.877 -1.434 -2.186
C -1.496 -1.623 -1.347
C -0.079 -1.159 -2.020
C -0.273 -1.960 -3.480
C 1.000 -2.093 -4.461
C 0.625 -3.332 -5.528
O 1.602 -4.432 -5.463
C 1.125 -1.931 -1.144
Br 1.386 -3.915 -1.604
C 1.211 -2.109 0.432
Br -0.218 -2.020 1.886
C 2.520 -2.508 1.098
C 3.950 -2.833 0.410
Br 2.662 -2.767 3.125
C 2.297 -0.845 -1.599
N 1.761 0.528 -1.940
P 2.876 1.160 -3.178
N 4.408 1.468 -2.241
O 3.352 0.049 -4.398
P 2.344 1.520 -0.571
O 1.962 0.963 0.989
O 2.305 3.212 -0.835
C 0.240 0.481 -2.219
C -0.677 1.601 -1.477
C -1.072 1.418 0.083
C -0.729 2.728 1.047
F -2.555 1.201 0.214
P 0.045 1.192 -4.030
C 0.270 3.078 -4.133
O -1.648 1.050 -4.559
H 3.793 -6.968 1.386
H 4.200 -8.639 0.575
H 3.499 -7.162 -0.503
H 1.614 -8.186 1.910
H 1.818 -9.301 0.298
H 1.182 -7.192 -1.166
H 1.212 -6.060 0.426
H -0.885 -8.498 -0.267
H -0.989 -7.381 1.326
H -1.361 -6.479 -1.870
H -0.977 -5.221 -0.411
H -3.176 -5.391 0.590
H -3.586 -7.131 -0.119
H -3.222 -5.549 -2.649
H -4.876 -5.861 -1.754
H -5.210 -3.569 -1.248
H -3.521 -3.391 -0.431
H -2.900 -3.432 -3.496
H -4.551 -2.546 -3.286
H -2.836 -0.749 -3.126
H -3.734 -0.964 -1.496
H -1.751 -1.174 -0.304
H -1.385 -2.800 -1.164
H -1.074 -1.425 -4.189
H -0.767 -3.038 -3.322
H 2.022 -2.405 -4.010
H 1.195 -1.169 -5.190
H -0.440 -3.780 -5.345
H 0.612 -2.902 -6.641
H 2.501 -4.016 -5.609
H 4.410 -3.801 0.931
H 3.986 -2.887 -0.754
H 4.694 -1.951 0.719
H 2.974 -1.443 -2.331
H 3.113 -0.536 -0.781
H 4.899 0.531 -2.282
H 4.973 2.064 -2.918
H 3.143 0.431 -5.317
H 2.669 1.314 1.630
H 3.215 3.646 -0.885
H -0.147 2.674 -1.482
H -1.699 1.788 -2.066
H -0.533 0.467 0.478
H -0.990 2.488 2.181
H 0.404 3.056 0.996
H -1.358 3.624 0.635
H 1.052 3.458 -3.322
H -0.763 3.593 -3.840
H 0.569 3.416 -5.214
H -2.136 1.886 -4.254
N -0.169 5.688 4.989
C -0.454 5.366 3.688
C -1.810 5.519 3.499
C -2.361 5.953 4.728
C -1.325 6.052 5.630
H 0.750 5.661 5.411
H 0.330 5.056 3.010
H -2.343 5.338 2.575
H -3.401 6.171 4.933
H -1.312 6.348 6.670
N -3.055 5.339 -3.504
C -2.284 6.401 -3.110
C -2.500 7.435 -3.994
C -3.439 6.982 -4.951
C -3.767 5.685 -4.623
H -3.094 4.440 -3.041
H -1.648 6.331 -2.238
H -2.033 8.410 -3.953
H -3.834 7.541 -5.790
H -4.443 4.981 -5.089
N -7.324 -0.430 1.621
C -5.998 -0.118 1.770
C -5.481 0.150 0.522
C -6.534 0.000 -0.412
C -7.661 -0.356 0.294
H -7.956 -0.676 2.372
H -5.537 -0.114 2.748
H -4.457 0.425 0.308
H -6.476 0.137 -1.484
H -8.671 -0.564 -0.033
N 5.665 -2.228 4.458
C 6.676 -2.288 3.535
C 7.796 -1.713 4.092
C 7.450 -1.297 5.400
C 6.129 -1.630 5.600
H 4.723 -2.572 4.318
H 6.512 -2.732 2.562
H 8.759 -1.607 3.610
H 8.095 -0.808 6.118
H 5.481 -1.491 6.455
N 1.881 9.183 6.530
C 1.027 8.112 6.589
C 0.990 7.669 7.892
C 1.846 8.506 8.647
C 2.381 9.434 7.782
H 2.106 9.707 5.695
H 0.522 7.757 5.701
H 0.408 6.834 8.260
H 2.051 8.439 9.708
H 3.074 10.248 7.948

Results
- HOMO-LUMO gap: 5.3 eV
- Highest occupied orbital energy: -9.65 eV
- Charge: +1


Record 6
Formula: C5H11NO
Source: the OMol25 dataset
Level of theory: ωB97M-V/def2-TZVPD

CARTESIAN COORDINATES (ANGSTROEM)
C 0.436 3.191 -0.681
N 0.030 1.919 -0.073
C 0.778 0.714 0.232
C 1.749 0.249 -0.597
C 0.795 -0.854 2.271
C 0.715 0.345 1.642
H -0.139 3.963 -0.150
H 0.417 3.140 -1.769
H 1.511 3.385 -0.555
H -0.665 1.466 -0.657
H 2.278 0.942 -1.250
H 1.699 -0.727 -1.074
H 1.654 -1.166 2.863
H 0.126 -1.631 1.895
H 0.672 1.281 2.223
H -4.608 -4.952 -1.336
H -3.333 -5.602 -1.214
O -4.114 -5.664 -1.772

Results
- Structure (SMILES): C=CC(=C)NC.O
- HOMO-LUMO gap: 7.6 eV
- Highest occupied orbital energy: -7.59 eV
- Energy relative to the best compared isomer or geometry (same formula, charge and spin): 592.99 kJ/mol


Record 7
Formula: C7H14N4O2
Source: the OMol25 dataset
Level of theory: ωB97M-V/def2-TZVPD

CARTESIAN COORDINATES (ANGSTROEM)
C 2.008 0.357 -3.042
C -2.972 -1.134 -0.597
C -1.777 -0.674 0.086
C 0.027 0.383 0.482
C 1.228 1.286 0.366
C 0.509 -0.147 2.884
C -1.447 -0.857 1.435
H 0.998 0.260 -2.785
H 2.333 -0.511 -3.696
H 2.573 0.145 -2.138
H 2.347 2.358 -3.151
H 3.177 1.501 -4.194
H -3.306 -2.193 -0.532
H -2.896 -0.913 -1.648
H -3.844 -0.635 -0.166
H 1.198 2.111 1.094
H 2.246 0.801 0.540
H 1.203 1.776 -0.621
H 1.171 0.694 2.959
H -0.202 -0.166 3.771
H 1.089 -1.032 3.021
N 2.285 1.611 -3.763
N -0.858 0.073 -0.501
N -0.316 -0.161 1.683
N -2.081 -1.460 2.532
O -3.231 -1.134 2.811
O -1.462 -2.339 3.170

Results
- Structure (SMILES): Cc1nc(C)n(C)c1[N+](=O)[O-].CN
- HOMO-LUMO gap: 8.5 eV
- Highest occupied orbital energy: -8.79 eV
- Energy relative to the best compared isomer or geometry (same formula, charge and spin): 0.00 kJ/mol


Record 8
Formula: C5H6N2O
Source: the OMol25 dataset
Level of theory: ωB97M-V/def2-TZVPD

CARTESIAN COORDINATES (ANGSTROEM)
C 1.736 -1.102 0.025
C -0.188 0.373 -0.004
C -0.601 1.803 0.009
C -1.082 -0.637 -0.061
C -2.460 -0.347 -0.020
H 1.464 -1.725 -0.860
H 1.355 -1.624 0.917
H 2.841 -0.965 0.138
H 1.697 1.070 0.034
H -1.696 1.990 0.005
H -0.805 -1.699 -0.184
N 1.129 0.219 -0.023
N -3.593 -0.058 0.046
O 0.204 2.701 -0.021

Results
- Structure (SMILES): CN/C(C=O)=C/C#N
- HOMO-LUMO gap: 8.5 eV
- Highest occupied orbital energy: -8.94 eV
- Energy relative to the best compared isomer or geometry (same formula, charge and spin): 75.08 kJ/mol